A molecular structure, C2H5NaO3, computed with ωB97M-V/def2-TZVPD.

Geometry (Å):
H1 0.44580 -1.41597 -1.70588
O1 -1.19968 -2.55664 -1.46185
O2 -1.99186 -1.46213 -1.67890
C1 0.03005 -2.40201 -1.47743
H2 0.61335 -3.30393 -1.27815
Na1 -1.45329 0.47170 -0.69493
O3 -0.24652 2.07253 0.76790
C2 0.72413 2.09570 1.70608
H3 1.46245 1.27784 1.57438
H4 1.28025 3.04963 1.51340
H5 0.33532 2.17326 2.73538

Calculated values
Spin multiplicity ... 2
LUMO (alpha / beta) ... -5.0218 / -6.1333 eV
Net charge ... +1
HOMO (alpha / beta) ... -0.537 / -0.537 hartree
Gap between HOMO and LUMO (alpha / beta) ... 9.59 / 8.48 eV



A gas-phase ion, C3H8N (charge +1), computed with ωB97M-V/def2-TZVPD.

Geometry (Å):
C1 1.13549 -0.61543 0.51103
C2 0.58256 0.80599 0.26834
C3 -1.25384 -0.45307 -0.81773
N1 -0.87013 0.49491 0.11273
H1 0.45882 -1.20511 1.13189
H2 2.18562 -0.72960 0.76175
H3 1.03274 -1.19864 -0.43314
H4 0.87229 1.29105 -0.66412
H5 0.81718 1.42682 1.13647
H6 -1.71294 0.09418 -1.64853
H7 -1.81793 -1.25008 -0.31351
H8 -1.42988 1.33897 -0.04516

Calculated values
LUMO ... -8.0558 eV
SMILES ... C=[NH+]CC
Net charge ... +1
HOMO ... -0.601 hartree
Gap between HOMO and LUMO ... 8.29 eV



A molecular structure, C18H28N2OS4SeSm, computed with ωB97M-V/def2-TZVPD.

Geometry (Å):
Sm1 0.09496 0.43648 -0.34440
C1 3.76985 -0.26881 -0.47963
C2 3.19103 0.73570 -1.43607
S1 2.25312 2.22273 -1.01543
C3 3.15728 2.99374 0.34831
C4 3.05551 2.34108 1.78199
S2 1.51173 1.43600 2.17927
C5 1.86996 -0.28389 2.83258
C6 2.80658 -1.12816 2.00150
S3 2.42130 -1.28153 0.22208
H1 4.40661 0.11082 0.23559
H2 4.34795 -0.96922 -1.00457
H3 2.59372 0.17350 -2.18395
H4 3.98111 1.21134 -1.98599
H5 2.72306 4.04346 0.31244
H6 4.16292 3.05862 0.07334
H7 3.06334 3.10681 2.55928
H8 3.89530 1.62961 1.96416
H9 0.83186 -0.71777 2.78322
H10 2.22133 -0.24249 3.87212
H11 2.74410 -2.11611 2.44736
H12 3.84921 -0.89221 2.12643
O1 -1.68599 1.70625 0.02996
S4 -2.46998 3.07035 0.31502
C7 -1.68446 4.47302 -0.54287
C8 -2.13251 4.45999 -2.01082
C9 -3.60892 3.91966 -2.00634
C10 -3.87957 2.98248 -0.80123
H13 -0.58919 4.49010 -0.36167
H14 -2.09618 5.25908 0.07737
H15 -1.46192 3.79004 -2.51580
H16 -2.07058 5.43553 -2.48091
H17 -3.79296 3.44274 -3.01145
H18 -4.27240 4.81596 -1.89496
H19 -4.07108 1.93803 -1.12841
H20 -4.78413 3.32871 -0.23104
C11 -0.47626 -3.72414 -2.60295
N1 -0.77125 -3.17223 -1.29127
C12 -1.03055 -1.84538 -1.08366
Se1 -1.22723 -0.65463 -2.61677
N2 -1.44077 -1.66540 0.22403
C13 -1.48612 -2.90338 0.84907
C14 -2.01745 -3.23752 2.10918
C15 -2.01316 -4.57073 2.46969
C16 -1.55812 -5.57294 1.52249
C17 -1.01734 -5.19727 0.25560
C18 -1.04579 -3.85744 -0.10038
H21 -1.41421 -3.91470 -3.22685
H22 0.05431 -4.63948 -2.39896
H23 0.17478 -3.00821 -3.10375
H24 -1.95059 -0.84011 0.62818
H25 -2.36066 -2.43887 2.72643
H26 -2.44336 -4.85611 3.48717
H27 -1.74664 -6.58190 1.77973
H28 -0.58156 -6.03118 -0.35344

Calculated values
Spin multiplicity ... 6
LUMO (alpha / beta) ... -10.3657 / -9.5427 eV
Net charge ... +3
HOMO (alpha / beta) ... -0.622 / -0.623 hartree
Gap between HOMO and LUMO (alpha / beta) ... 6.57 / 7.41 eV



A molecular structure, C7H8Cl16NbS, computed with ωB97M-V/def2-TZVPD.

Geometry (Å):
C1 3.32148 1.46669 -0.10986
C2 3.05720 0.30265 -0.11775
C3 2.54355 -1.04103 -0.14026
Nb1 0.28200 -1.02925 -0.36682
S1 -2.18684 -0.65555 -0.59960
H1 3.21113 2.51750 -0.03265
H2 2.96744 -1.54006 -1.01880
H3 2.89543 -1.58565 0.73665
H4 0.56255 0.31841 -1.60210
H5 0.22499 0.26244 0.94171
H6 0.12583 -2.29415 0.94831
H7 0.29519 -2.25959 -1.73529
H8 -2.50857 0.03522 0.50546
C4 5.09470 0.31889 -3.87135
Cl1 4.17388 1.04931 -5.19999
Cl2 4.28584 0.64651 -2.30590
Cl3 5.20249 -1.43177 -4.13394
Cl4 6.73409 1.00510 -3.85946
C5 -6.36275 0.48022 0.37927
Cl5 -5.37442 -0.15533 -0.92658
Cl6 -5.57380 1.91503 1.04346
Cl7 -7.97161 0.91657 -0.22951
Cl8 -6.52851 -0.73849 1.65035
C6 1.83614 -5.12207 2.27470
Cl9 1.44576 -3.61249 3.08491
Cl10 3.25412 -4.88816 1.24429
Cl11 2.19046 -6.37654 3.48130
Cl12 0.47024 -5.63514 1.28330
C7 -3.53159 5.42327 1.73439
Cl13 -4.33329 5.51528 0.16207
Cl14 -4.74686 5.18749 2.99966
Cl15 -2.39892 4.07286 1.74311
Cl16 -2.65734 6.93184 2.03692

Calculated values
LUMO ... 1.8293 eV
Net charge ... -1
HOMO ... -0.186 hartree
Gap between HOMO and LUMO ... 6.89 eV



C3H6O in the gas phase, computed with ωB97M-V/def2-TZVPD.

Geometry (Å):
C1 -0.24206 1.07155 -1.21895
C2 -0.07396 -0.41867 0.53732
C3 0.48354 -1.36337 1.28546
H1 -0.59413 0.85432 -2.25789
H2 -1.03584 1.40535 -0.54675
H3 0.51769 1.89224 -1.29317
H4 -0.92959 0.10319 0.90199
H5 0.09179 -1.58725 2.27464
H6 1.38298 -1.88557 0.98235
O1 0.39957 -0.07179 -0.66501

Calculated values
LUMO ... 1.1082 eV
SMILES ... C=COC
HOMO ... -0.320 hartree
Gap between HOMO and LUMO ... 9.82 eV



A molecular structure, C9H19Br8Na3O, computed with ωB97M-V/def2-TZVPD.

Geometry (Å):
Na1 2.90661 1.40204 -3.41195
Na2 4.22540 2.74255 -0.87810
Na3 1.20366 4.25445 -2.13939
C1 1.36907 0.99035 -0.29893
O1 1.64688 1.93452 -1.30397
H1 1.26028 -0.04006 -0.63731
H2 2.13010 0.83167 0.46511
H3 0.38920 1.10836 0.16368
Br1 0.28030 1.31673 -5.10167
C2 -0.98792 0.54248 -3.68770
C3 -1.05283 -0.96561 -3.83261
Br2 0.60659 -1.84951 -3.29249
H4 -1.97257 1.00851 -3.72498
H5 -0.54358 0.77413 -2.71972
H6 -1.20484 -1.22977 -4.87914
H7 -1.85972 -1.36240 -3.21651
Br3 -2.96788 -1.20427 2.08818
C4 -1.63596 -2.62852 1.70328
C5 -0.52748 -2.16525 0.77995
Br4 0.81075 -3.63525 0.46302
H8 -2.06260 -3.50443 1.21454
H9 -1.26005 -2.92897 2.68130
H10 -0.05369 -1.33448 1.30287
H11 -0.81186 -1.78852 -0.20254
Br5 -3.84286 0.41460 -1.40595
C6 -3.58917 1.94954 -0.23908
C7 -2.24002 2.58210 -0.44527
Br6 -2.20908 3.47496 -2.20170
H12 -3.69822 1.68083 0.81163
H13 -4.41117 2.61993 -0.49008
H14 -1.50359 1.77851 -0.44094
H15 -2.03876 3.36968 0.28089
Br7 4.93200 -2.56526 4.17073
C8 3.48304 -1.26142 4.60274
C9 2.39592 -1.23410 3.51050
Br8 0.85682 -0.22071 4.11163
H16 3.90886 -0.28083 4.81540
H17 3.17675 -1.59917 5.59279
H18 2.06056 -2.21167 3.16413
H19 2.83106 -0.76573 2.62767

Calculated values
Spin multiplicity ... 2
LUMO (alpha / beta) ... -10.5167 / -13.6616 eV
Net charge ... +3
HOMO (alpha / beta) ... -0.588 / -0.587 hartree
Gap between HOMO and LUMO (alpha / beta) ... 5.47 / 2.32 eV



C2H2S4 in the gas phase, computed with ωB97M-V/def2-TZVPD.

Geometry (Å):
C1 -0.04608 -0.04922 0.85112
C2 0.14457 0.30807 -0.62811
H1 -2.11003 1.42265 0.90348
H2 2.01269 -1.47476 -1.00445
S1 -1.60863 0.22001 1.63531
S2 0.93269 -1.42322 1.38296
S3 1.52580 -0.31074 -1.67562
S4 -0.85102 1.30720 -1.46470

Calculated values
LUMO ... -2.4015 eV
SMILES ... S=C(S)C(=S)S
HOMO ... -0.334 hartree
Gap between HOMO and LUMO ... 6.69 eV



A molecular structure, C10H19F3O5Pd, computed with ωB97M-V/def2-TZVPD.

Geometry (Å):
Pd1 0.53209 0.22528 -0.53829
C1 -2.19428 -0.84080 -1.19823
C2 -1.56948 -2.23299 -1.02324
O1 -0.16378 -2.09088 -0.81560
C3 0.42874 -2.95050 0.15816
C4 1.48173 -2.15898 0.94806
O2 0.77683 -1.01984 1.42811
C5 1.45723 -0.05419 2.22739
C6 0.36274 0.94109 2.63847
O3 -0.22749 1.49898 1.46226
C7 -1.64336 1.67899 1.47792
C8 -2.24795 1.21597 0.14386
O4 -1.76885 -0.10772 -0.05015
H1 -1.84687 -0.35956 -2.12861
H2 -3.28941 -0.91171 -1.21731
H3 -2.02771 -2.72327 -0.15696
H4 -1.74912 -2.83713 -1.92017
H5 -0.33523 -3.30154 0.86079
H6 0.89177 -3.80744 -0.34780
H7 1.85403 -2.76762 1.78306
H8 2.33479 -1.86450 0.31313
H9 1.89471 -0.52295 3.11823
H10 2.25526 0.44435 1.64520
H11 -0.39320 0.40333 3.22172
H12 0.79183 1.74477 3.25020
H13 -2.09029 1.10180 2.29414
H14 -1.87277 2.74008 1.62442
H15 -3.34322 1.22724 0.21064
H16 -1.93237 1.86819 -0.68592
F1 1.62298 0.81083 -3.39503
C9 1.22486 -0.19417 -2.62352
F2 0.70345 -1.16313 -3.36503
F3 2.34065 -0.70251 -1.97973
C10 1.55377 3.36329 -1.47873
O5 1.08585 2.18949 -1.05043
H17 2.66387 3.37258 -1.53909
H18 1.26120 4.18843 -0.79678
H19 1.17700 3.59672 -2.49512

Calculated values
Spin multiplicity ... 5
LUMO (alpha / beta) ... -5.6463 / -11.0251 eV
Net charge ... +2
HOMO (alpha / beta) ... -0.628 / -0.636 hartree
Gap between HOMO and LUMO (alpha / beta) ... 11.44 / 6.27 eV



Max |F|: 1.029 5.253 2.940 1.740 1.573 2.130 4.140 2.806 (eV/Å)